(1)
ORCA calculation (the ωB97M-V functional and the def2-TZVPD basis) on 8 unconnected molecules or ions with the total composition C33H85N3O15S5 in a non-equilibrium geometry.

Each atom is followed by the atoms it is bonded to, with distances in Å.
Geometry (Å):
1 C -1.12 -0.71 -1.89  C2 1.523, H8 1.091, H9 1.089, H10 1.090
2 C -0.91 0.12 -0.64  C1 1.523, O3 1.428, H11 1.091, H12 1.092
3 O 0.46 0.50 -0.46  C2 1.428, S4 1.589
4 S 0.85 2.00 -0.80  O3 1.589, C5 1.783, O6 1.431, O7 1.438
5 C 0.12 2.85 0.59  S4 1.783, H13 1.089, H14 1.087, H15 1.088
6 O 2.27 2.17 -0.68  S4 1.431
7 O 0.18 2.39 -2.01  S4 1.438
8 H -0.93 -0.13 -2.80  C1 1.091
9 H -2.18 -0.97 -1.89  C1 1.089
10 H -0.45 -1.56 -1.95  C1 1.090
11 H -1.65 0.92 -0.67  C2 1.091
12 H -1.21 -0.49 0.22  C2 1.092
13 H -0.95 2.82 0.42  C5 1.089
14 H 0.53 3.86 0.60  C5 1.087
15 H 0.34 2.31 1.51  C5 1.088
16 C -1.29 -3.91 0.14  C17 1.520, H23 1.093, H24 1.085, H25 1.093
17 C -0.28 -5.04 0.11  C16 1.520, O18 1.435, H26 1.093, H27 1.090
18 O -0.33 -5.60 -1.21  C17 1.435, S19 1.609
19 S 0.86 -6.61 -1.59  O18 1.609, C20 1.807, O21 1.434, O22 1.434
20 C 2.28 -5.51 -1.74  S19 1.807, H28 1.082, H29 1.088, H30 1.089
21 O 1.13 -7.42 -0.43  S19 1.434
22 O 0.58 -7.13 -2.89  S19 1.434
23 H -2.27 -4.39 0.05  C16 1.093
24 H -1.10 -3.13 -0.58  C16 1.085
25 H -1.32 -3.45 1.13  C16 1.093
26 H 0.71 -4.63 0.35  C17 1.093
27 H -0.49 -5.81 0.86  C17 1.090
28 H 2.64 -5.24 -0.76  C20 1.082
29 H 1.96 -4.69 -2.39  C20 1.088
30 H 3.02 -6.06 -2.32  C20 1.089
31 C 0.52 2.72 -6.48  C32 1.518, H38 1.089, H39 1.089, H40 1.096
32 C -0.30 2.82 -5.20  C31 1.518, O33 1.426, H41 1.093, H42 1.090
33 O -1.62 3.24 -5.54  C32 1.426, S34 1.641
34 S -2.87 2.71 -4.62  O33 1.641, C35 1.803, O36 1.426, O37 1.439
35 C -2.55 3.84 -3.25  S34 1.803, H43 1.087, H44 1.089, H45 1.087
36 O -4.07 3.06 -5.31  S34 1.426
37 O -2.59 1.34 -4.29  S34 1.439
38 H 0.09 2.05 -7.22  C31 1.089
39 H 1.56 2.51 -6.22  C31 1.089
40 H 0.49 3.69 -7.00  C31 1.096
41 H -0.34 1.79 -4.83  C32 1.093
42 H 0.19 3.44 -4.45  C32 1.090
43 H -1.59 3.63 -2.79  C35 1.087
44 H -3.33 3.77 -2.49  C35 1.089
45 H -2.56 4.81 -3.73  C35 1.087
46 C 5.34 -2.99 3.73  C47 1.508, H53 1.092, H54 1.088, H55 1.093
47 C 4.62 -2.97 2.40  C46 1.508, O48 1.448, H56 1.088, H57 1.092
48 O 3.63 -1.92 2.47  C47 1.448, S49 1.624
49 S 2.59 -1.86 1.22  O48 1.624, C50 1.801, O51 1.445, O52 1.435
50 C 3.44 -0.57 0.28  S49 1.801, H58 1.087, H59 1.087, H60 1.084
51 O 2.69 -3.10 0.48  S49 1.445
52 O 1.32 -1.37 1.67  S49 1.435
53 H 5.90 -2.07 3.89  C46 1.092
54 H 5.96 -3.87 3.92  C46 1.088
55 H 4.58 -3.02 4.51  C46 1.093
56 H 5.23 -2.87 1.50  C47 1.088
57 H 4.08 -3.92 2.39  C47 1.092
58 H 4.38 -0.99 -0.06  C50 1.087
59 H 3.59 0.23 1.00  C50 1.087
60 H 2.79 -0.27 -0.53  C50 1.084
61 C -5.08 -1.72 -0.94  C62 1.500, H68 1.090, H69 1.090, H70 1.093
62 C -5.22 -0.94 0.33  C61 1.500, O63 1.449, H71 1.091, H72 1.093
63 O -4.10 -0.03 0.46  C62 1.449, S64 1.603
64 S -4.20 1.20 1.49  O63 1.603, C65 1.829, O66 1.431, O67 1.430
65 C -3.82 0.24 2.99  S64 1.829, H73 1.088, H74 1.086, H75 1.089
66 O -3.15 2.14 1.22  S64 1.431
67 O -5.56 1.62 1.58  S64 1.430
68 H -4.39 -2.57 -0.94  C61 1.090
69 H -4.80 -1.13 -1.81  C61 1.090
70 H -6.04 -2.18 -1.17  C61 1.093
71 H -6.10 -0.30 0.33  C62 1.091
72 H -5.31 -1.56 1.23  C62 1.093
73 H -2.79 -0.11 3.00  C65 1.088
74 H -4.49 -0.61 3.05  C65 1.086
75 H -3.90 0.89 3.86  C65 1.089
76 C -0.58 0.33 5.22  C77 1.525, H83 1.092, H84 1.096, H85 1.090
77 C -0.19 1.00 3.90  C76 1.525, N78 1.446, H86 1.095, H87 1.096
78 N 0.33 2.35 3.91  C77 1.446, C79 1.465, C81 1.462
79 C 1.62 2.46 4.59  N78 1.465, C80 1.520, H88 1.093, H89 1.102
80 C 2.71 1.54 4.05  C79 1.520, H90 1.093, H91 1.089, H92 1.092
81 C -0.55 3.31 4.58  N78 1.462, C82 1.521, H93 1.090, H94 1.103
82 C -1.87 3.55 3.86  C81 1.521, H95 1.090, H96 1.088, H97 1.095
83 H -1.45 0.77 5.71  C76 1.092
84 H 0.24 0.44 5.93  C76 1.096
85 H -0.73 -0.75 5.15  C76 1.090
86 H 0.51 0.33 3.41  C77 1.095
87 H -1.01 0.89 3.19  C77 1.096
88 H 2.00 3.48 4.48  C79 1.093
89 H 1.50 2.34 5.68  C79 1.102
90 H 2.76 1.64 2.97  C80 1.093
91 H 3.67 1.80 4.49  C80 1.089
92 H 2.52 0.49 4.29  C80 1.092
93 H -0.05 4.25 4.80  C81 1.090
94 H -0.76 2.91 5.59  C81 1.103
95 H -2.49 4.33 4.28  C82 1.090
96 H -2.45 2.64 3.72  C82 1.088
97 H -1.70 3.90 2.84  C82 1.095
98 C 2.64 6.32 1.94  C99 1.518, H105 1.090, H106 1.089, H107 1.093
99 C 3.83 5.70 2.66  C98 1.518, N100 1.449, H108 1.095, H109 1.103
100 N 4.94 5.35 1.79  C99 1.449, C101 1.474, C103 1.469
101 C 4.50 4.31 0.85  N100 1.474, C102 1.518, H110 1.102, H111 1.094
102 C 5.59 3.63 0.03  C101 1.518, H112 1.092, H113 1.091, H114 1.094
103 C 6.12 4.89 2.54  N100 1.469, C104 1.531, H115 1.095, H116 1.088
104 C 5.90 3.61 3.35  C103 1.531, H117 1.093, H118 1.091, H119 1.088
105 H 2.90 7.16 1.30  C98 1.090
106 H 1.88 6.59 2.67  C98 1.089
107 H 2.21 5.58 1.26  C98 1.093
108 H 4.19 6.40 3.43  C99 1.095
109 H 3.48 4.82 3.22  C99 1.103
110 H 3.79 3.59 1.29  C101 1.102
111 H 3.86 4.79 0.10  C101 1.094
112 H 6.33 3.02 0.55  C102 1.092
113 H 5.19 3.00 -0.76  C102 1.091
114 H 6.16 4.41 -0.48  C102 1.094
115 H 6.34 5.65 3.29  C103 1.095
116 H 6.97 4.83 1.87  C103 1.088
117 H 6.85 3.37 3.84  C104 1.093
118 H 5.66 2.74 2.74  C104 1.091
119 H 5.14 3.78 4.11  C104 1.088
120 C -6.04 -3.29 -3.94  C121 1.534, H127 1.091, H128 1.097, H129 1.089
121 C -5.02 -4.28 -3.38  C120 1.534, N122 1.447, H130 1.102, H131 1.093
122 N -3.75 -4.28 -4.06  C121 1.447, C123 1.467, C125 1.471
123 C -3.03 -3.03 -3.78  N122 1.467, C124 1.525, H132 1.091, H133 1.102
124 C -1.79 -2.84 -4.65  C123 1.525, H134 1.091, H135 1.089, H136 1.096
125 C -2.90 -5.42 -3.68  N122 1.471, C126 1.530, H137 1.104, H138 1.086
126 C -3.51 -6.73 -4.19  C125 1.530, H139 1.092, H140 1.088, H141 1.090
127 H -6.13 -2.29 -3.52  C120 1.091
128 H -7.06 -3.63 -3.72  C120 1.097
129 H -5.95 -3.33 -5.03  C120 1.089
130 H -4.92 -4.27 -2.28  C121 1.102
131 H -5.54 -5.22 -3.58  C121 1.093
132 H -3.70 -2.19 -3.98  C123 1.091
133 H -2.79 -2.97 -2.71  C123 1.102
134 H -0.81 -3.16 -4.27  C124 1.091
135 H -1.91 -3.20 -5.67  C124 1.089
136 H -1.67 -1.76 -4.72  C124 1.096
137 H -2.89 -5.44 -2.58  C125 1.104
138 H -1.88 -5.23 -4.01  C125 1.086
139 H -2.70 -7.45 -4.35  C126 1.092
140 H -4.06 -6.60 -5.12  C126 1.088
141 H -4.14 -7.18 -3.43  C126 1.090

Computed properties:
DFT total energy = -4592.0247 Eh
HOMO level = -8.29 eV
2S+1 = 1
SMILES = CCOS(C)(=O)=O.CCOS(C)(=O)=O.CCOS(C)(=O)=O.CCOS(C)(=O)=O.CCOS(C)(=O)=O.CCN(CC)CC.CCN(CC)CC.CCN(CC)CC
energy relative to the best compared isomer or geometry (same formula, charge and spin) = 1.177 eV
total charge = 0
Kohn-Sham gap = 8.5 eV

***

(2)
ORCA calculation (the ωB97M-V functional and the def2-TZVPD basis) on 9 unconnected molecules or ions with the total composition C33H87N5O9 in a non-equilibrium geometry.

Each atom is followed by the atoms it is bonded to, with distances in Å.
Geometry (Å):
1 C -6.10 1.90 -2.00  C2 1.530, H12 1.155, H13 1.104, H14 1.112
2 C -6.19 0.76 -0.98  C1 1.530, C3 1.611, C4 1.574, N10 1.473
3 C -5.18 1.22 0.18  C2 1.611, H15 1.106, H16 1.096, H17 1.087
4 C -7.63 0.52 -0.39  C2 1.574, C5 1.523, H18 1.095, H19 1.114
5 C -7.59 -0.58 0.67  C4 1.523, C6 1.525, H20 1.085, H21 1.106
6 C -7.18 -1.86 -0.04  C5 1.525, C7 1.566, H22 1.122, H23 1.102
7 C -5.80 -1.79 -0.78  C6 1.566, C8 1.546, C9 1.467, N10 1.548
8 C -4.64 -1.88 0.24  C7 1.546, H24 1.117, H25 1.128, H26 1.051
9 C -5.65 -2.84 -1.79  C7 1.467, H27 1.058, H28 1.104, H29 1.099
10 N -5.79 -0.50 -1.63  C2 1.473, C7 1.548, O11 1.427
11 O -4.47 -0.25 -2.11  N10 1.427, H30 0.964
12 H -4.99 2.21 -2.08  C1 1.155
13 H -6.52 1.57 -2.96  C1 1.104
14 H -6.62 2.83 -1.68  C1 1.112
15 H -5.24 0.66 1.13  C3 1.106
16 H -4.15 1.15 -0.19  C3 1.096
17 H -5.31 2.29 0.34  C3 1.087
18 H -7.90 1.49 0.05  C4 1.095
19 H -8.28 0.37 -1.28  C4 1.114
20 H -6.86 -0.29 1.42  C5 1.085
21 H -8.57 -0.86 1.10  C5 1.106
22 H -7.92 -2.15 -0.83  C6 1.122
23 H -7.17 -2.68 0.70  C6 1.102
24 H -3.65 -1.56 -0.18  C8 1.117
25 H -4.57 -2.96 0.55  C8 1.128
26 H -4.80 -1.40 1.16  C8 1.051
27 H -5.57 -3.81 -1.36  C9 1.058
28 H -4.77 -2.58 -2.40  C9 1.104
29 H -6.50 -2.66 -2.47  C9 1.099
30 H -4.53 -0.26 -3.07  O11 0.964
31 C 6.65 -3.52 -2.50  O32 1.471, H37 1.097, H38 1.127, H39 1.087
32 O 5.50 -2.64 -2.75  C31 1.471, C33 1.470
33 C 5.24 -1.78 -1.59  O32 1.470, C34 1.543, H40 1.043, H41 1.113
34 C 3.97 -0.94 -1.82  C33 1.543, C35 1.592, N36 1.433, H42 1.074
35 C 2.69 -1.88 -1.80  C34 1.592, H43 1.127, H44 1.106, H45 1.061
36 N 3.97 -0.29 -3.10  C34 1.433, H46 1.031, H47 0.985
37 H 7.50 -2.90 -2.19  C31 1.097
38 H 6.96 -4.04 -3.45  C31 1.127
39 H 6.34 -4.23 -1.73  C31 1.087
40 H 5.14 -2.30 -0.69  C33 1.043
41 H 6.12 -1.09 -1.54  C33 1.113
42 H 3.87 -0.31 -0.95  C34 1.074
43 H 2.80 -2.48 -2.75  C35 1.127
44 H 1.73 -1.33 -1.77  C35 1.106
45 H 2.82 -2.54 -0.98  C35 1.061
46 H 4.18 -0.96 -3.86  N36 1.031
47 H 4.61 0.46 -3.08  N36 0.985
48 C -0.79 2.32 5.91  O49 1.386, H54 1.034, H55 1.089, H56 1.075
49 O -0.74 0.95 5.68  C48 1.386, C50 1.389
50 C -1.18 0.54 4.43  O49 1.389, C51 1.527, H57 1.094, H58 1.095
51 C -0.78 -0.91 4.18  C50 1.527, C52 1.547, N53 1.517, H59 1.101
52 C -1.42 -1.83 5.25  C51 1.547, H60 1.061, H61 1.068, H62 1.120
53 N 0.73 -0.97 4.07  C51 1.517, H63 0.993, H64 1.005
54 H -0.76 2.49 6.93  C48 1.034
55 H -1.65 2.71 5.36  C48 1.089
56 H 0.11 2.78 5.53  C48 1.075
57 H -2.27 0.63 4.30  C50 1.094
58 H -0.62 1.06 3.65  C50 1.095
59 H -1.20 -1.06 3.17  C51 1.101
60 H -0.86 -2.74 5.29  C52 1.061
61 H -2.47 -1.93 5.07  C52 1.068
62 H -1.30 -1.36 6.25  C52 1.120
63 H 1.03 -1.89 4.28  N53 0.993
64 H 0.87 -0.92 3.07  N53 1.005
65 C 5.56 0.91 1.93  O66 1.414, H71 1.060, H72 1.087, H73 1.101
66 O 5.22 -0.43 1.61  C65 1.414, C67 1.451
67 C 4.18 -1.03 2.42  O66 1.451, C68 1.506, H74 1.067, H75 1.119
68 C 4.78 -2.16 3.21  C67 1.506, C69 1.486, N70 1.449, H76 1.092
69 C 5.09 -3.28 2.27  C68 1.486, H77 1.081, H78 1.130, H79 1.112
70 N 3.85 -2.62 4.23  C68 1.449, H80 0.963, H81 1.016
71 H 6.06 1.28 1.07  C65 1.060
72 H 6.22 0.85 2.79  C65 1.087
73 H 4.64 1.42 2.23  C65 1.101
74 H 3.70 -0.28 3.01  C67 1.067
75 H 3.39 -1.39 1.70  C67 1.119
76 H 5.70 -1.71 3.58  C68 1.092
77 H 4.16 -3.60 1.83  C69 1.081
78 H 5.57 -4.18 2.75  C69 1.130
79 H 5.78 -2.95 1.46  C69 1.112
80 H 4.15 -3.31 4.83  N70 0.963
81 H 3.44 -1.87 4.78  N70 1.016
82 C -1.70 4.86 -3.63  O83 1.408, H88 1.107, H89 1.070, H90 1.121
83 O -0.42 5.25 -3.18  C82 1.408, C84 1.413
84 C 0.36 4.11 -2.91  O83 1.413, C85 1.515, H91 1.081, H92 1.082
85 C 1.73 4.52 -2.41  C84 1.515, C86 1.524, N87 1.460, H93 1.102
86 C 2.36 5.62 -3.27  C85 1.524, H94 1.100, H95 1.094, H96 1.153
87 N 2.58 3.35 -2.22  C85 1.460, H97 1.024, H98 1.042
88 H -1.46 4.12 -4.42  C82 1.107
89 H -2.21 5.74 -3.97  C82 1.070
90 H -2.29 4.32 -2.85  C82 1.121
91 H -0.15 3.51 -2.17  C84 1.081
92 H 0.45 3.52 -3.81  C84 1.082
93 H 1.69 5.05 -1.45  C85 1.102
94 H 1.66 6.41 -3.57  C86 1.100
95 H 2.98 5.35 -4.13  C86 1.094
96 H 3.14 6.20 -2.65  C86 1.153
97 H 3.58 3.54 -2.28  N87 1.024
98 H 2.41 2.63 -2.95  N87 1.042
99 C 0.01 -4.29 0.41  C100 1.456, H102 1.133, H103 1.096, H104 1.041
100 C 0.98 -4.28 1.50  C99 1.456, O101 1.427, H105 1.098, H106 1.190
101 O 1.66 -3.02 1.55  C100 1.427, H107 0.979
102 H 0.40 -3.74 -0.50  C99 1.133
103 H -0.96 -3.82 0.63  C99 1.096
104 H -0.24 -5.26 0.14  C99 1.041
105 H 1.83 -4.96 1.37  C100 1.098
106 H 0.54 -4.52 2.58  C100 1.190
107 H 1.08 -2.26 1.36  O101 0.979
108 C -1.59 0.65 -0.01  C109 1.525, H111 1.072, H112 1.090, H113 1.080
109 C -0.37 -0.19 -0.38  C108 1.525, O110 1.426, H114 1.114, H115 1.072
110 O 0.43 -0.49 0.75  C109 1.426, H116 0.967
111 H -2.24 0.03 0.58  C108 1.072
112 H -2.11 1.12 -0.84  C108 1.090
113 H -1.29 1.43 0.68  C108 1.080
114 H 0.28 0.30 -1.14  C109 1.114
115 H -0.68 -1.11 -0.83  C109 1.072
116 H 1.10 0.21 0.75  O110 0.967
117 C -0.92 0.81 -4.49  C118 1.523, H120 1.071, H121 1.073, H122 1.108
118 C 0.39 0.04 -4.41  C117 1.523, O119 1.465, H123 1.062, H124 1.108
119 O 1.32 0.99 -3.80  C118 1.465, H125 1.008
120 H -1.17 0.90 -3.45  C117 1.071
121 H -1.71 0.32 -5.01  C117 1.073
122 H -0.74 1.81 -4.93  C117 1.108
123 H 0.71 -0.09 -5.42  C118 1.062
124 H 0.35 -0.95 -3.90  C118 1.108
125 H 2.12 0.50 -3.43  O119 1.008
126 C 1.69 2.54 2.22  C127 1.507, H129 1.081, H130 1.125, H131 1.125
127 C 2.24 2.85 0.85  C126 1.507, O128 1.483, H132 1.088, H133 1.065
128 O 2.05 1.60 0.06  C127 1.483, H134 0.971
129 H 2.21 1.72 2.69  C126 1.081
130 H 0.60 2.31 2.14  C126 1.125
131 H 1.86 3.39 2.93  C126 1.125
132 H 3.28 3.15 0.73  C127 1.088
133 H 1.64 3.62 0.43  C127 1.065
134 H 2.37 1.76 -0.84  O128 0.971

Computed properties:
DFT total energy = -2260.2401 Eh
HOMO level = -8.75 eV
2S+1 = 1
SMILES = CC1(C)CCCC(C)(C)N1O.COC[C@H](C)N.COC[C@H](C)N.COC[C@H](C)N.COC[C@H](C)N.CCO.CCO.CCO.CCO
energy relative to the best compared isomer or geometry (same formula, charge and spin) = 1.343 eV
total charge = 0
Kohn-Sham gap = 9.4 eV